115
Properties=species:S:1:pos:R:3:forces:R:3:mulliken_charge:R:1 method="wB97M-V/def2-TZVPD" fmax_ev_per_a=1.274 charge=-2 homo_lumo_gap_ev=4.20 de_lowest_kj_mol=69.56 total_energy_ha=-3976.6572
K 0.007696 0.142843 0.107448 -0.8 -0.6 -0.4 1.76
C 1.246930 -4.019862 3.336101 0.0 0.0 0.0 -0.93
C 0.783820 -5.261277 2.930485 0.0 0.0 0.0 -0.58
C -0.037526 -5.344036 1.816389 0.0 0.0 0.1 -0.76
C -0.373701 -4.167686 1.157163 -0.2 0.0 -0.3 0.41
N 0.060655 -2.970041 1.554114 0.1 0.0 0.1 0.51
C 0.860531 -2.900836 2.609323 0.0 0.0 0.0 -0.44
C -1.269558 -4.128093 -0.035822 0.0 0.0 0.2 0.88
C -2.465213 -4.833006 -0.080667 0.0 0.1 -0.1 -0.92
C -3.388707 -4.579415 -1.091368 0.0 -0.1 0.1 -0.59
C -3.152763 -3.588384 -2.033896 0.1 0.1 0.0 -0.53
C -1.963786 -2.863560 -2.004738 -0.1 -0.3 0.0 -0.29
C -1.030754 -3.199340 -1.044092 0.4 0.8 -0.1 0.10
H 1.898722 -3.908664 4.192593 0.0 0.0 0.0 0.53
H 1.070119 -6.160103 3.464751 0.0 0.0 0.0 0.38
H -0.394003 -6.295871 1.445853 0.0 0.0 0.0 0.51
H 1.206039 -1.906688 2.871909 0.0 0.0 0.0 0.25
H -2.703991 -5.527247 0.716843 0.0 0.0 0.0 0.35
H -4.327591 -5.119325 -1.099714 0.0 0.0 0.0 0.36
H -3.905014 -3.347676 -2.774220 0.0 0.0 0.0 0.40
H -1.723586 -2.042588 -2.673690 0.0 0.0 0.0 0.29
N 3.622032 -0.979828 8.104315 0.0 0.0 0.0 -0.65
C 3.054573 -0.370737 6.964715 0.0 0.0 0.0 1.13
C 3.596434 0.804761 6.452952 0.0 0.0 0.0 -0.84
C 3.025698 1.419082 5.349624 0.0 -0.1 0.0 -0.16
C 1.900017 0.874362 4.755791 0.0 -0.1 0.1 -0.67
C 1.338638 -0.281493 5.277988 0.0 0.0 0.0 -0.61
C 1.915610 -0.907805 6.371665 0.0 0.0 0.0 -0.88
S 1.133217 1.632097 3.338785 0.1 0.0 -0.1 1.66
O -0.278775 1.567014 3.609244 0.0 0.1 0.0 -0.84
O 1.744793 2.935957 3.194643 0.0 0.0 0.0 -0.85
N 1.409198 0.671581 2.092923 1.0 0.1 0.8 -0.22
C 2.678598 0.375042 1.722885 -0.2 0.1 0.0 -0.29
N 2.771690 -0.361387 0.581853 -0.1 -0.1 0.2 0.37
C 3.967641 -0.738200 0.191783 0.0 0.0 -0.1 -0.17
C 5.128694 -0.408561 0.881412 0.0 0.0 0.0 -0.98
C 4.938648 0.370112 2.009572 0.1 0.0 0.0 -0.47
N 3.754466 0.771219 2.437354 0.1 0.0 0.1 -0.40
H 4.612566 -0.806625 8.188758 0.0 0.0 0.0 0.22
H 3.435113 -1.970340 8.152322 0.0 0.0 0.0 0.22
H 4.478000 1.232889 6.918386 0.0 0.0 0.0 0.26
H 3.451496 2.314176 4.920126 0.0 0.0 0.0 0.44
H 0.434750 -0.676657 4.832271 0.0 0.0 0.0 0.69
H 1.471089 -1.809985 6.777703 0.0 0.0 0.0 0.30
H 4.001677 -1.314998 -0.728572 0.0 0.0 0.0 0.35
H 6.107820 -0.715911 0.544601 0.0 0.0 0.0 0.41
H 5.790705 0.696450 2.603994 0.0 0.0 0.0 0.42
C -4.210135 -2.603588 2.457807 0.0 0.0 0.0 -1.31
C -4.385942 -1.161622 2.043518 -0.1 0.0 0.1 1.17
C -5.641411 -0.539100 2.184810 0.1 0.0 0.0 -1.00
C -5.764434 0.787868 1.790320 -0.1 0.1 0.0 0.52
C -7.099428 1.484302 1.922813 0.0 0.0 0.0 -1.69
C -4.690819 1.495760 1.272110 0.1 0.0 0.0 -0.71
C -3.387718 0.911955 1.108002 -0.1 -0.2 0.0 0.14
C -3.323130 -0.469974 1.531976 0.1 0.1 -0.1 -0.70
N -2.281543 1.444333 0.623893 0.0 0.3 0.1 1.02
C -2.188521 2.854030 0.267200 0.0 -0.1 0.0 1.75
C -2.366224 3.778829 1.480221 0.0 0.0 0.1 -1.60
C -0.748018 3.051934 -0.245017 -0.2 0.0 0.1 -1.57
C -3.145128 3.273182 -0.875223 0.0 0.0 -0.1 -1.82
H -5.075658 -2.957396 3.023711 0.0 0.0 0.0 0.34
H -3.321887 -2.730512 3.081366 0.0 0.0 0.0 0.27
H -4.088399 -3.255950 1.590372 0.0 0.0 0.0 0.06
H -6.487109 -1.080003 2.596558 0.0 0.0 0.0 0.14
H -7.842475 0.824684 2.375886 0.0 0.0 0.0 0.34
H -7.481134 1.801549 0.948403 0.0 0.0 0.0 0.31
H -7.019667 2.380544 2.543690 0.0 0.0 0.0 0.31
H -4.857529 2.524337 0.982538 0.0 0.0 0.0 0.19
H -2.357162 -0.965210 1.450892 0.0 0.0 0.0 0.26
H -1.670038 3.481688 2.266077 0.0 0.0 0.0 0.19
H -3.376126 3.718936 1.886219 0.0 0.0 0.0 0.29
H -2.167881 4.821323 1.208342 0.0 0.0 0.0 0.48
H -0.038152 2.794287 0.549798 0.0 0.1 -0.1 0.01
H -0.571872 4.092241 -0.533158 0.0 0.0 0.0 0.64
H -0.574509 2.413927 -1.118641 0.0 0.1 0.0 0.14
H -4.085165 3.686150 -0.505551 0.0 0.0 0.0 0.41
H -3.376743 2.402013 -1.491357 0.0 0.0 0.0 0.32
H -2.683252 4.030383 -1.515948 0.0 0.0 0.0 0.36
O 1.179692 -3.143983 -1.244787 -0.3 0.3 -0.1 -0.55
N 0.228033 -2.420720 -1.059072 0.3 -1.0 0.4 0.52
N -0.204800 -0.070114 -2.440869 0.1 0.2 -0.6 -0.44
P 0.787315 0.555664 -3.404581 -0.2 -0.1 -0.1 1.22
C 1.223098 -0.489263 -4.878074 0.0 0.0 0.1 -0.12
C 1.930616 -1.671752 -4.652408 0.0 0.0 0.1 -0.23
C 2.124188 -2.595249 -5.666319 0.0 0.0 0.0 -0.78
C 1.600330 -2.358290 -6.933289 0.0 0.0 0.0 -0.46
C 0.885576 -1.194644 -7.169773 0.0 0.0 0.0 -0.65
C 0.701172 -0.268557 -6.148204 0.0 0.1 -0.1 -0.43
C 2.472933 1.120653 -2.846092 0.0 0.1 0.0 0.30
C 3.634247 1.006893 -3.607252 0.0 0.0 0.0 -0.71
C 4.837504 1.548533 -3.165228 0.0 0.0 0.0 -0.76
C 4.893128 2.228526 -1.958303 0.0 0.0 0.1 -0.65
C 3.746067 2.351709 -1.184708 0.0 -0.1 0.0 -0.49
C 2.558892 1.789156 -1.622467 -0.1 0.0 -0.1 -0.49
C 0.238962 2.136617 -4.224367 0.0 0.0 0.0 0.14
C -1.114734 2.427518 -4.092561 0.0 0.0 0.1 -0.58
C -1.646277 3.589004 -4.635633 0.0 0.0 0.0 -0.50
C -0.825589 4.476230 -5.318750 0.0 0.0 0.0 -0.48
C 0.530300 4.201332 -5.447676 0.0 0.0 0.0 -0.65
C 1.056341 3.039823 -4.897777 0.1 0.0 -0.1 -0.21
H 2.309620 -1.879519 -3.657171 0.0 0.0 0.0 0.43
H 2.671737 -3.508354 -5.465131 0.0 0.0 0.0 0.40
H 1.742230 -3.083415 -7.726455 0.0 0.0 0.0 0.35
H 0.463959 -1.005510 -8.150471 0.0 0.0 0.0 0.39
H 0.139036 0.637603 -6.343078 0.0 0.0 0.0 0.33
H 3.602789 0.494414 -4.561729 0.0 0.0 0.0 0.39
H 5.730522 1.440656 -3.771235 0.0 0.0 0.0 0.38
H 5.829859 2.650209 -1.612121 0.0 0.0 0.0 0.35
H 3.774982 2.856148 -0.226582 0.0 0.0 0.0 0.48
H 1.679953 1.872180 -0.996396 0.0 0.1 -0.1 0.44
H -1.721036 1.733886 -3.518199 0.0 0.0 0.0 0.23
H -2.698699 3.809972 -4.503708 0.0 0.0 0.0 0.38
H -1.236684 5.389049 -5.734368 0.0 0.0 0.0 0.35
H 1.180325 4.899295 -5.962628 0.0 0.0 0.0 0.39
H 2.118916 2.842040 -4.986015 0.0 0.0 0.0 0.30